No. 1
DFT (the ωB97M-V functional and the def2-TZVPD basis) results for a 8-piece molecular cluster, C31H58F4O9 overall.

The geometry in ORCA input format:
```
! RIJCOSX wB97M-V def2-TZVPD def2/J DEFGRID3
* xyz 0 1
C -1.45033 -0.65982 -0.98869
O -0.80909 0.21060 -0.07014
C 0.60057 0.02127 -0.00825
C 1.16998 0.34512 1.37115
C 1.56863 1.78606 1.62444
F 0.46456 2.53829 2.04390
C 1.29208 0.77879 -1.15092
O 0.82303 2.10320 -1.29636
C -0.03315 2.29658 -2.39711
C 0.68300 2.21793 -3.76343
C 0.59279 3.55408 -4.52381
C 1.30231 3.51982 -5.83480
F 2.12200 4.56661 -6.11532
C 1.16061 2.61882 -6.81811
F 1.12609 1.30539 -6.69477
F 1.10968 2.97324 -8.09752
H -0.74770 -1.17043 -1.64960
H -2.11976 -0.08621 -1.63500
H -2.07746 -1.35978 -0.43048
H 0.79021 -1.04439 -0.19531
H 2.02864 -0.30442 1.54637
H 0.42717 0.08589 2.13005
H 2.06871 2.26413 0.78542
H 2.27261 1.80153 2.46268
H 1.19346 0.19353 -2.07199
H 2.36715 0.83054 -0.94690
H -0.90058 1.63549 -2.38732
H -0.42747 3.31115 -2.28585
H 0.25352 1.40210 -4.34402
H 1.73375 1.99557 -3.56820
H -0.46323 3.78235 -4.67941
H 1.04272 4.31104 -3.88057
C -3.04376 2.56677 -5.60852
C -2.86040 1.10979 -5.25496
C -3.17037 0.10265 -6.33376
O -2.48033 0.77061 -4.15853
H -2.79063 3.18382 -4.74891
H -2.39608 2.83379 -6.44633
H -4.08070 2.75655 -5.88943
H -2.52219 0.27289 -7.19606
H -4.21378 0.18892 -6.64092
H -2.99928 -0.90206 -5.95524
C -5.05053 -1.77739 -9.89405
C -4.23603 -2.61047 -8.93288
C -2.92724 -3.16228 -9.44484
O -4.61464 -2.82505 -7.80591
H -5.96163 -1.44567 -9.40161
H -4.47846 -0.90427 -10.21250
H -5.31529 -2.36816 -10.77217
H -2.26693 -2.34677 -9.74465
H -3.10348 -3.81083 -10.30432
H -2.44597 -3.73806 -8.65802
C 5.14248 4.76453 0.62615
C 5.28593 3.38097 1.21894
C 6.08794 3.25939 2.48836
O 4.77784 2.41977 0.68885
H 4.54548 4.71223 -0.28174
H 4.65020 5.42702 1.33991
H 6.12586 5.17170 0.38557
H 5.62788 3.86173 3.27473
H 7.10566 3.61614 2.31631
H 6.12814 2.21746 2.80401
C 4.78327 -0.67957 4.55868
C 6.25855 -0.38171 4.54988
C 7.14625 -1.23938 5.41994
O 6.71216 0.51331 3.87303
H 4.26955 0.00888 3.89626
H 4.60275 -1.70175 4.22029
H 4.38219 -0.56200 5.56439
H 7.06707 -2.28448 5.11701
H 6.84388 -1.15013 6.46448
H 8.17966 -0.91565 5.31854
C -2.01647 -4.77062 3.00023
C -1.40311 -3.45366 2.59423
C -2.15136 -2.19130 2.95344
O -0.35034 -3.40964 1.99867
H -1.37203 -5.58280 2.67031
H -2.12962 -4.80954 4.08258
H -2.99940 -4.88315 2.53852
H -2.26404 -2.10999 4.03185
H -3.13667 -2.19351 2.48333
H -1.58885 -1.33416 2.58418
C 0.38715 -1.03733 6.05638
C 1.00162 0.27061 5.61999
C 0.24468 1.53156 5.95342
O 2.05520 0.30142 5.02748
H 1.02988 -1.85804 5.74590
H 0.27523 -1.06487 7.14151
H -0.59287 -1.15595 5.59075
H 0.12291 1.62028 7.03454
H -0.74054 1.50968 5.48502
H 0.79356 2.39331 5.58165
C -5.00272 -4.67833 6.66104
C -4.36165 -3.38575 6.22146
C -5.09983 -2.11147 6.54797
O -3.30464 -3.37164 5.63290
H -4.37430 -5.51538 6.36627
H -5.12294 -4.68590 7.74533
H -5.98378 -4.78647 6.19613
H -5.22423 -2.01758 7.62780
H -6.08459 -2.11881 6.07849
H -4.53570 -1.25827 6.17849
*
```

The calculation puts the LUMO energy at 0.534 eV. For the max |F|, the calculation gives 0.0250 Eh/bohr. The orbital gap comes out at 9.14 eV.



No. 2
DFT (the ωB97M-V functional and the def2-TZVPD basis) results for C31H59BeBr2CaCl5N4O5S2 as an isolated structure.

The geometry in ORCA input format:
```
! RIJCOSX wB97M-V def2-TZVPD def2/J DEFGRID3
* xyz 2 1
C 6.23144 -1.32747 2.29142
C 4.78067 -1.82382 2.54887
C 4.61746 -3.34964 2.28065
C 3.80227 -3.50025 0.96346
N 3.25403 -4.88498 0.91088
C 1.81504 -4.90170 0.84626
C 1.04144 -5.92567 1.74605
C 0.07189 -5.35774 2.76682
C 0.73413 -4.84895 4.07036
C 0.84297 -3.29386 4.10669
S -0.83771 -2.70371 4.57646
C -1.19764 -1.28643 3.52062
S -0.05545 -0.13245 3.34736
N -2.46409 -1.31827 2.93005
C -2.37866 -2.25663 1.76510
C -3.32165 -1.90167 0.59237
O -3.36763 -0.51927 0.22173
C -2.60473 0.30531 1.08189
C -2.95347 0.00902 2.53511
O 0.15656 -6.65652 0.82819
C -0.14387 -5.73079 -0.13525
O -1.19077 -5.34205 -0.48291
C 1.29357 -5.30115 -0.58167
Cl 1.92978 -6.86093 -1.21806
Br 1.32207 -3.84808 -1.84858
H 6.18582 -0.32038 1.84490
H 6.78478 -1.96204 1.59077
H 6.79877 -1.24880 3.25408
H 4.51012 -1.62085 3.59137
H 4.13052 -1.23401 1.89781
H 5.58899 -3.83966 2.17556
H 4.07290 -3.86705 3.07380
H 4.52561 -3.36744 0.14634
H 3.04207 -2.71939 0.86354
H 3.64378 -5.28749 0.06678
H 1.29772 -3.93921 0.98280
H 1.76358 -6.67786 2.07250
H -0.55817 -4.55275 2.36559
H -0.62443 -6.15691 3.03901
H 1.68328 -5.33658 4.31160
H 0.04042 -5.09674 4.88417
H 1.48887 -3.01372 4.94136
H 1.16738 -2.85979 3.15910
H -1.33035 -2.33368 1.44378
H -2.68801 -3.24533 2.12440
H -4.32746 -2.30279 0.76628
H -2.93738 -2.45779 -0.27626
H -2.86665 1.34520 0.84733
H -1.52410 0.20868 0.90761
H -4.04886 -0.01698 2.62210
H -2.61930 0.79917 3.20868
C 5.40099 -7.61714 2.99307
C 5.62888 -6.49338 3.90190
N 5.80929 -5.62544 4.61622
H 4.48430 -7.45334 2.42857
H 6.23518 -7.70630 2.29997
H 5.31103 -8.53989 3.56281
C 0.30996 0.02501 -4.08371
C 0.94543 0.77932 -2.91569
C -0.01525 1.34174 -1.88695
N -0.86242 2.52784 -2.32518
C -2.22115 2.02082 -2.74980
C -3.10653 3.11447 -3.32398
C -2.40829 3.84728 -4.46201
C -1.07895 4.40973 -3.98727
C -0.19762 3.32387 -3.41687
C -1.02277 3.39310 -1.11287
H -0.38674 0.63727 -4.65890
H 1.08673 -0.30763 -4.77302
H -0.22489 -0.85939 -3.73435
H 1.61624 1.55739 -3.28382
H 1.59029 0.07617 -2.38332
H 0.57272 1.67856 -1.03416
H -0.70223 0.57677 -1.52041
H -2.06599 1.23902 -3.49225
H -2.68659 1.57307 -1.86960
H -4.03707 2.65180 -3.67658
H -3.39847 3.83088 -2.54719
H -3.03268 4.66228 -4.84294
H -2.24152 3.15657 -5.29507
H -1.24639 5.20636 -3.25142
H -0.55485 4.87444 -4.82527
H 0.74631 3.75377 -2.98437
H 0.04845 2.63972 -4.22718
H -0.03410 3.74559 -0.81960
H -1.46696 2.79133 -0.32235
H -1.65982 4.23975 -1.34373
C -1.56059 5.66699 3.36477
C -2.24128 4.65143 2.48579
O -2.16562 3.46605 2.70559
C -3.03140 5.16917 1.30429
H -1.03470 5.15407 4.16647
H -0.83829 6.24114 2.78163
H -2.30136 6.33780 3.80327
H -2.37056 5.71898 0.62977
H -3.84064 5.81627 1.64625
H -3.46164 4.32355 0.76774
Cl -5.54657 1.26223 -4.09617
C -4.72834 7.22484 -5.75457
Cl -3.73173 6.66102 -7.06277
Cl -3.85044 7.15974 -4.18919
H -5.02166 8.26955 -5.95989
H -5.61776 6.60384 -5.68600
Be 6.72676 0.50329 4.01008
O 1.25415 7.07574 -3.44599
H 1.56123 6.16267 -3.14163
H 0.37469 6.92063 -3.80117
Br 2.38652 4.60854 -2.24194
Cl -6.12320 0.26906 -2.07683
Ca -4.54959 9.52393 -4.43100
*
```

The calculation puts the LUMO energy at -9.339 eV. For the max |F|, the calculation gives 0.0765 Eh/bohr. The orbital gap comes out at 0.85 eV.



No. 3
DFT (the ωB97M-V functional and the def2-TZVPD basis) results for a 7-piece molecular cluster, C31H59BrN2O26P3 overall.

The geometry in ORCA input format:
```
! RIJCOSX wB97M-V def2-TZVPD def2/J DEFGRID3
* xyz 1 1
N -0.65292 4.97410 5.76036
C 0.08052 3.77224 5.52770
C -0.45354 2.86052 4.47864
C -1.71495 3.17605 3.63943
O -2.76741 3.33550 4.17391
O -1.64838 3.23705 2.23604
Br -1.99041 1.57812 1.53235
C 0.26130 1.59805 4.26462
C 1.43216 1.32154 5.05499
N 1.91702 2.21391 6.01339
P 3.37440 1.66581 6.89872
P 2.73627 0.43921 8.58999
O 2.79550 1.17785 9.88154
O 3.73577 -0.90410 8.73308
O 1.20010 -0.16628 8.41361
C 1.30391 3.43416 6.28440
C 1.87782 4.41888 7.36830
P 2.02919 6.19327 6.79549
O 0.84903 6.99348 7.23043
O 2.30782 6.35401 5.18081
O 3.35409 6.87772 7.56471
H -0.27636 5.76274 5.23401
H -1.64610 4.85274 5.55308
H -0.12181 0.87501 3.50104
H 1.94092 0.33909 4.89487
H 4.10799 0.84987 5.97908
H 4.57665 -0.71782 8.26512
H 0.98097 -0.49983 9.31147
H 2.89000 4.10594 7.73883
H 1.19102 4.34260 8.26099
H 1.81050 7.14834 4.88860
H 3.45985 6.33944 8.37461
C 3.93459 1.01729 -2.92149
C 2.44071 0.77490 -2.85697
O 1.94109 0.95698 -1.52006
C 1.79831 2.22367 -1.12591
O 2.03850 3.20537 -1.77682
O 1.35872 2.21686 0.14509
C 1.25818 3.51608 0.72567
H 4.45663 0.39717 -2.18913
H 4.31935 0.79073 -3.91678
H 4.17806 2.05446 -2.68874
H 2.22893 -0.25891 -3.13038
H 1.89808 1.40949 -3.56041
H 0.65562 4.18196 0.10758
H 2.25556 3.93243 0.87765
H 0.77321 3.41288 1.69464
C -7.08006 8.39994 5.91154
C -6.14250 8.02096 4.78261
O -4.91925 8.76812 4.84782
C -4.04342 8.36142 5.76989
O -4.18560 7.43444 6.52885
O -2.98162 9.17530 5.72282
C -2.00373 8.91208 6.73147
H -7.24738 9.47884 5.92461
H -8.03991 7.89325 5.80124
H -6.66044 8.13095 6.88184
H -6.60587 8.26889 3.82679
H -5.93689 6.94819 4.77183
H -1.69428 7.86694 6.72150
H -2.39776 9.18500 7.71104
H -1.13349 9.53154 6.52232
C -2.07149 -2.98183 -7.34805
C -0.60278 -2.62253 -7.23655
O -0.38590 -1.61819 -6.23333
C -0.42171 -2.04879 -4.97213
O -0.60819 -3.18236 -4.61073
O -0.23830 -0.99248 -4.16490
C -0.35298 -1.30026 -2.77705
H -2.67348 -2.08595 -7.51411
H -2.23587 -3.67756 -8.17199
H -2.43750 -3.44562 -6.43080
H -0.26016 -2.19599 -8.18015
H 0.01384 -3.50184 -7.03846
H 0.30505 -2.12373 -2.49696
H -1.38966 -1.53946 -2.53378
H -0.05830 -0.41690 -2.21295
C 8.36828 0.92998 -8.71379
C 6.87330 0.69182 -8.63889
O 6.38251 0.87558 -7.30332
C 6.24485 2.14517 -6.91041
O 6.48450 3.12413 -7.56784
O 5.81395 2.14287 -5.64010
C 5.71907 3.44463 -5.06100
H 8.89239 0.30824 -7.98475
H 8.74501 0.70085 -9.71167
H 8.61576 1.96727 -8.48426
H 6.65612 -0.34253 -8.90880
H 6.32789 1.32818 -9.33895
H 5.11458 4.11074 -5.67658
H 6.71777 3.85873 -4.91545
H 5.23974 3.34378 -4.08978
C -7.66522 -6.59920 -4.90998
C -7.33829 -5.58423 -3.83278
O -6.18467 -5.97894 -3.07785
C -5.00750 -5.78417 -3.68082
O -4.83814 -5.30871 -4.77476
O -4.04388 -6.23148 -2.86562
C -2.73339 -6.17299 -3.43171
H -7.76751 -7.59692 -4.47798
H -8.59397 -6.33559 -5.41823
H -6.87084 -6.65479 -5.65544
H -8.16637 -5.52615 -3.12495
H -7.20045 -4.58408 -4.24943
H -2.50121 -5.17168 -3.79538
H -2.64546 -6.90334 -4.23739
H -2.01914 -6.43051 -2.65140
C -2.15204 -8.81898 -0.80174
C -2.04685 -10.02756 0.10682
O -1.47604 -11.14747 -0.58089
C -0.15094 -11.10407 -0.75082
O 0.58649 -10.22724 -0.37614
O 0.21635 -12.19569 -1.43209
C 1.60295 -12.22936 -1.76999
H -2.69469 -9.07142 -1.71525
H -2.66851 -8.00072 -0.29693
H -1.16526 -8.46538 -1.10572
H -3.04552 -10.33345 0.42139
H -1.47888 -9.80332 1.01243
H 2.22920 -12.09229 -0.88842
H 1.82150 -11.46549 -2.51748
H 1.81576 -13.20720 -2.19824
*
```

The calculation puts the LUMO energy at -5.425 eV. As for the energy above the lowest of the compared OMol25 structures with the same formula, charge and spin: 0.0 kcal per mole. For the max |F|, the calculation gives 0.0916 Eh/bohr. The orbital gap comes out at 6.46 eV.



No. 4
DFT (the ωB97M-V functional and the def2-TZVPD basis) results for C31H59N9O7S as an isolated structure.

The geometry in ORCA input format:
```
! RIJCOSX wB97M-V def2-TZVPD def2/J DEFGRID3
* xyz 0 1
C 7.79511 -1.48763 2.32812
C 7.43495 0.06213 2.40789
O 7.62985 0.63022 3.47296
N 6.95883 0.67168 1.21151
C 6.24870 -0.26869 0.31346
C 6.20531 1.93261 1.45643
C 4.97532 1.82471 2.45832
C 3.61737 1.27683 1.79630
C 2.48775 1.45800 2.88752
C 1.10788 0.78920 2.46981
C 0.75895 0.50915 1.01896
C -0.50555 -0.14446 0.66683
C -1.39707 -0.50780 1.82939
N -2.61911 -1.15383 1.80864
S -3.23654 -1.31194 3.34615
N -2.01411 -0.56435 4.24484
C -1.08461 -0.20237 3.28891
C 0.21926 0.47059 3.59982
H 8.54397 -1.77697 3.11819
H 6.85974 -2.12006 2.39674
H 8.32385 -1.66649 1.33978
H 6.94222 -0.83170 -0.38212
H 5.58386 -0.96437 0.90496
H 5.57078 0.32070 -0.37793
H 6.92456 2.67773 1.90805
H 5.86186 2.31914 0.45666
H 4.73009 2.88698 2.78446
H 5.18043 1.24723 3.39664
H 3.35435 1.79327 0.83451
H 3.76866 0.16046 1.64779
H 2.82100 0.86270 3.79557
H 2.34686 2.51482 3.24213
H 1.45561 0.79169 0.18328
H -0.80881 -0.39241 -0.38378
H 0.51844 0.72676 4.64419
C -3.15296 -1.79015 -2.93434
O -1.98357 -1.82198 -2.59383
N -3.89646 -0.66847 -3.06408
C -5.28498 -0.71024 -3.47530
C -3.28181 0.62037 -2.78146
H -3.71358 -2.71056 -3.17056
H -5.40344 -0.13450 -4.39703
H -5.90421 -0.27043 -2.68932
H -5.60849 -1.73683 -3.65193
H -2.42373 0.76755 -3.44726
H -2.92765 0.62669 -1.74670
H -3.99981 1.42770 -2.92833
C 2.98571 -2.99642 2.49504
O 3.92278 -2.30827 2.12592
N 2.65686 -3.24141 3.78184
C 1.52409 -4.06968 4.13766
C 3.46025 -2.65725 4.84296
H 2.30952 -3.48678 1.77543
H 0.82190 -3.47937 4.73128
H 1.87404 -4.92088 4.72720
H 1.01609 -4.43766 3.24580
H 3.44506 -1.56864 4.74716
H 4.49210 -3.00252 4.74346
H 3.06559 -2.94594 5.82126
C -3.13765 4.39564 -1.39435
O -2.48507 5.26699 -1.93458
N -4.47836 4.44427 -1.16960
C -5.19071 3.36395 -0.51554
C -5.21882 5.61587 -1.59805
H -2.67072 3.46498 -1.03148
H -5.95782 2.98110 -1.19364
H -5.66205 3.74762 0.39272
H -4.51138 2.55365 -0.25020
H -5.10503 5.73903 -2.67714
H -4.81298 6.49988 -1.10162
H -6.27455 5.50957 -1.35113
C 1.73653 -4.07418 8.05324
O 2.38420 -3.21128 7.48609
N 0.40518 -4.01988 8.28920
C -0.29854 -5.08767 8.97137
C -0.34181 -2.85512 7.84510
H 2.20554 -4.99759 8.43002
H -1.07229 -5.48584 8.31086
H -0.76214 -4.68966 9.87693
H 0.38529 -5.89119 9.24447
H -0.24025 -2.75229 6.76303
H 0.06876 -1.96187 8.31991
H -1.39443 -2.95684 8.10515
C -0.33067 1.60125 -4.90080
O -1.07448 1.87317 -3.97630
N 0.36506 2.50378 -5.63110
C 1.23382 2.10595 -6.72014
C 0.23552 3.91528 -5.31152
H -0.16271 0.56006 -5.22355
H 2.25212 2.43908 -6.50620
H 0.88512 2.57160 -7.64513
H 1.23149 1.02287 -6.84315
H 0.54810 4.08091 -4.27878
H -0.81021 4.21244 -5.41043
H 0.85147 4.51442 -5.98108
C -5.96190 0.63938 -7.61940
O -5.79868 1.33170 -6.63378
N -5.05629 -0.24176 -8.11252
C -5.32089 -1.03558 -9.29564
C -3.78211 -0.39357 -7.43280
H -6.89346 0.67765 -8.20816
H -5.26668 -2.09548 -9.03569
H -4.56930 -0.80814 -10.05541
H -6.31050 -0.81705 -9.69655
H -3.95826 -0.71147 -6.40272
H -3.26561 0.56862 -7.41683
H -3.16490 -1.13214 -7.94294
*
```

The calculation puts the LUMO energy at -0.554 eV. For the max |F|, the calculation gives 0.0664 Eh/bohr. The orbital gap comes out at 7.77 eV.